14
Properties=species:S:1:pos:R:3 method="wB97M-V/def2-TZVPD" homo_lumo_gap_ha=0.331 e_lumo_ha=-0.1487 largest_force_ev_per_a=4.13 charge=+1 e_above_lowest_kj_mol=445.9
C 1.961 0.838 0.061
C 0.660 -0.066 0.014
C 2.260 -0.055 -1.108
C -1.830 -0.808 -0.015
N -0.875 0.320 0.210
O 1.089 -0.620 -1.218
H 1.812 1.828 -0.333
H 2.587 0.594 0.941
H 0.617 -0.854 0.855
H -2.842 -0.310 0.130
H -1.674 -1.218 -1.003
H -1.721 -1.615 0.767
H -0.978 0.869 1.184
H -1.067 1.097 -0.484